(1)
Computed, not measured: C6H10S in the gas phase at a distorted geometry, with ωB97M-V/def2-TZVPD.

Each line ends with the natural charge from an NBO analysis.
CARTESIAN COORDINATES (ANGSTROEM)
C 1.1443 -0.7273 0.8191  -0.622
C 0.4574 0.4400 0.0560  -0.093
C 0.7384 0.3423 -1.4044  -0.477
S -0.4430 -1.0337 -1.9040  0.111
C -1.4365 -0.9488 -0.3181  -0.472
C -1.0552 0.4650 0.1110  -0.263
C -0.2821 1.3239 1.0272  -0.352
H 2.2121 -0.4332 1.0856  0.216
H 1.2818 -1.6465 0.3169  0.218
H 0.6254 -0.9957 1.7116  0.206
H 1.7819 0.1148 -1.6586  0.224
H 0.4867 1.2392 -1.9421  0.216
H -1.1482 -1.7287 0.3628  0.212
H -2.4688 -0.9964 -0.5116  0.222
H -1.4493 1.0613 -0.7153  0.204
H -0.3505 2.3701 0.8498  0.224
H -0.0944 1.1537 2.1142  0.226

For the frontier orbital gap, the calculation gives 9.497 eV. As for the relative energy (zero: lowest compared OMol25 entry of this formula, charge and spin): 69.1 kcal per mole. Its net charge is 0. As for the SMILES: C[C@@]12CSC[C@H]1C2. The maximum force is 2.13 eV/A.

(2)
Computed, not measured: C6H10S in the gas phase at a distorted geometry, with ωB97M-V/def2-TZVPD.

Each line ends with the natural charge from an NBO analysis.
CARTESIAN COORDINATES (ANGSTROEM)
C -1.8426 1.1734 1.6879  -0.957
S -1.0575 0.6537 0.3338  0.851
C 1.0164 1.3905 0.0157  -0.087
C 1.0673 0.9213 -1.4259  -0.554
C 1.5750 0.0459 -0.3255  -0.364
C 0.8627 -1.3120 -0.0551  -0.416
C -0.6134 -1.1105 -0.0818  -0.628
H -2.8113 0.9676 2.0646  0.229
H -1.1767 1.4966 2.4194  0.226
H -2.0432 0.9543 -0.5657  0.117
H 0.2693 0.4555 -1.8040  0.188
H 1.7816 1.2546 -2.2614  0.229
H 2.6579 0.0323 -0.2002  0.242
H 1.1743 -1.5703 0.9618  0.213
H 1.3045 -2.2258 -0.6355  0.231
H -1.0738 -1.5146 -0.9356  0.233
H -1.0905 -1.6126 0.8075  0.245

For the frontier orbital gap, the calculation gives 8.335 eV. As for the relative energy (zero: lowest compared OMol25 entry of this formula, charge and spin): 191.8 kcal per mole. Its net charge is 0. As for the SMILES: C=[S@H]1=C2C[C@@H]2CC1. The maximum force is 4.14 eV/A.

(3)
Computed, not measured: a molecular structure, C6H10S at a distorted geometry, with ωB97M-V/def2-TZVPD.

Each line ends with the natural charge from an NBO analysis.
CARTESIAN COORDINATES (ANGSTROEM)
C -1.3267 1.4058 -0.4050  -0.366
C -0.2693 0.6190 -0.2447  0.027
C -1.2254 -0.7108 0.4784  -0.298
C -1.2350 -1.9919 -0.2917  -0.639
C 2.0577 0.8123 0.7121  -0.602
C 1.1685 0.7335 -0.5417  -0.463
S -2.6592 0.4402 0.2182  0.192
H -1.4123 2.4030 -0.7956  0.216
H -1.0160 -0.8103 1.5377  0.214
H -1.5332 -1.8165 -1.3219  0.221
H -1.9239 -2.7079 0.1539  0.216
H -0.2393 -2.4283 -0.2869  0.213
H 2.7712 1.6277 0.6269  0.212
H 2.6192 -0.1065 0.8567  0.207
H 1.4545 0.9872 1.5986  0.213
H 1.4870 -0.1053 -1.1659  0.217
H 1.2823 1.6488 -1.1291  0.219

For the frontier orbital gap, the calculation gives 8.941 eV. As for the relative energy (zero: lowest compared OMol25 entry of this formula, charge and spin): 45.4 kcal per mole. Its net charge is 0. The maximum force is 3.95 eV/A.

(4)
Computed, not measured: C6H10S in the gas phase at a distorted geometry, with ωB97M-V/def2-TZVPD.

Each line ends with the natural charge from an NBO analysis.
CARTESIAN COORDINATES (ANGSTROEM)
C 0.4464 0.6608 1.9940  -0.537
C 0.1497 -0.0840 0.9499  -0.399
C -1.1483 -0.2805 -1.3182  -0.438
C -2.0308 -0.6967 -0.1366  -0.415
C -0.9654 0.3511 0.0734  -0.247
C 2.3210 -0.0554 -0.8224  -0.901
S 1.1790 -1.1906 0.2015  0.726
H 1.2404 0.4623 2.6681  0.199
H -0.2714 1.4510 2.2010  0.195
H -0.4278 -1.1469 -1.5654  0.226
H -1.5162 0.4747 -2.0178  0.241
H -2.9796 -0.2432 0.0280  0.209
H -2.0371 -1.6824 0.2824  0.221
H -1.4378 1.2995 0.4413  0.237
H 1.8864 0.1777 -1.7376  0.221
H 3.3135 -0.4463 -1.0060  0.223
H 2.2780 0.9488 -0.2357  0.239

For the frontier orbital gap (spin up / spin down), the calculation gives 5.167 / 5.772 eV. As for the relative energy (zero: lowest compared OMol25 entry of this formula, charge and spin): 56.6 kcal per mole. Its net charge is 0. As for the expectation value of S²: 2.014. The maximum force is 3.63 eV/A. As for the spin multiplicity: 3.

(5)
Computed, not measured: C6H10S2 in the gas phase at a distorted geometry, with ωB97M-V/def2-TZVPD.

Each line ends with the natural charge from an NBO analysis.
CARTESIAN COORDINATES (ANGSTROEM)
C 1.4451 0.2779 -0.4248  -0.663
C -0.0429 -0.0744 -0.5181  -0.095
C -0.2661 -1.5209 -0.9221  -0.464
S 0.2906 -2.1973 0.7802  0.131
C 0.0167 -0.6800 1.8052  -0.505
C -0.7606 0.0828 0.7085  -0.262
C -1.0028 1.1158 -0.4049  -0.294
S -0.3535 2.7723 -0.3665  -0.001
H 1.9046 0.7111 -1.3311  0.234
H 1.6145 1.0984 0.2966  0.222
H 1.8129 -0.6181 0.1283  0.235
H -1.4155 -1.6013 -1.1862  0.227
H 0.4707 -1.9819 -1.5853  0.234
H -0.7003 -0.8258 2.7683  0.242
H 0.8861 -0.1453 2.0653  0.215
H -1.6861 -0.3890 0.6323  0.198
H -1.9737 0.9730 -0.7340  0.219
H -0.2399 3.0025 -1.7117  0.126

For the frontier orbital gap, the calculation gives 9.372 eV. As for the relative energy (zero: lowest compared OMol25 entry of this formula, charge and spin): 83.4 kcal per mole. Its net charge is 0. As for the SMILES: C[C@@]12CSC[C@H]1[C@H]2S. The maximum force is 3.61 eV/A.

(6)
Computed, not measured: a molecular structure, C6H11B4CuF3O5 at a distorted geometry, with ωB97M-V/def2-TZVPD.

Each line ends with the natural charge from an NBO analysis.
CARTESIAN COORDINATES (ANGSTROEM)
C 4.2765 -1.2124 0.4871  -0.632
C 3.5529 -0.3095 -0.4858  -0.067
O 2.3710 0.2602 0.1514  -0.683
B 1.9773 1.5170 0.0258  0.870
O 2.9926 2.5419 -0.2422  -1.024
B 0.3196 1.9103 0.2851  0.838
O -0.0914 2.1959 1.5809  -0.892
B -1.3950 1.8756 1.9438  0.998
O -2.3383 1.7496 0.9296  -0.885
B -1.8499 1.3347 -0.2905  1.199
C -2.5954 0.2245 -1.1302  -0.791
C -3.1866 -0.9012 -0.2610  -0.512
C -2.9930 -2.2588 -0.7844  0.522
F -2.5018 -2.4733 -1.9497  -0.194
C -3.3133 -3.4346 -0.0668  0.864
F -3.8882 -3.3648 1.0464  -0.181
F -3.0398 -4.6148 -0.4946  -0.181
O -0.6480 1.9010 -0.7010  -0.874
H 4.9986 -1.8398 -0.0340  0.244
H 3.5489 -1.8425 1.0039  0.222
H 4.7778 -0.6262 1.2598  0.219
H 4.2091 0.4870 -0.8393  0.188
H 3.2059 -0.8680 -1.3560  0.197
H 2.7979 3.0014 -1.0781  0.522
H -1.6973 1.6522 3.0638  -0.073
H -3.4207 0.7317 -1.6434  0.289
H -1.9169 -0.1484 -1.8991  0.262
H -2.8037 -0.9086 0.7704  0.284
H -4.2761 -0.7775 -0.1421  0.313
Cu 2.9273 4.1972 0.8504  0.960

For the frontier orbital gap (spin up / spin down), the calculation gives 8.881 / 6.409 eV. As for the relative energy (zero: lowest compared OMol25 entry of this formula, charge and spin): 0.0 kcal per mole. Its net charge is +2. As for the expectation value of S²: 0.752. The maximum force is 1.30 eV/A. As for the spin multiplicity: 2.

(7)
Computed, not measured: C6H11BBrClN2O4 in the gas phase, with ωB97M-V/def2-TZVPD.

Each line ends with the natural charge from an NBO analysis.
CARTESIAN COORDINATES (ANGSTROEM)
N 0.0276 3.0388 0.7908  -1.119
B -0.9886 2.5346 -0.1133  1.239
O -2.2844 2.3192 0.2548  -0.897
O -0.6533 2.3586 -1.4999  -0.684
C 0.0453 1.2550 -1.7360  0.914
O 0.7305 1.0903 -2.7083  -0.566
N -0.1520 0.2668 -0.6996  -0.521
C 1.1796 -0.3169 -0.3586  -0.223
C 1.3256 -0.7412 1.1074  -0.442
C 1.5325 -2.2390 1.2690  -0.356
Cl 1.4629 -2.7088 2.9827  -0.061
C -1.1100 -0.6900 -1.2795  -0.360
C -1.8134 -1.5224 -0.2473  0.546
O -1.4611 -1.7619 0.8572  -0.494
Br -3.4919 -2.2612 -0.9191  -0.038
H 0.8597 3.3016 0.2740  0.384
H 0.3027 2.3251 1.4580  0.393
H -2.3215 1.8973 1.1211  0.503
H 1.9143 0.4620 -0.5510  0.221
H 1.4214 -1.1325 -1.0452  0.195
H 2.2022 -0.2569 1.5431  0.213
H 0.4742 -0.4220 1.7037  0.233
H 2.5220 -2.5247 0.9159  0.209
H 0.7971 -2.8172 0.7176  0.211
H -0.6335 -1.3236 -2.0357  0.241
H -1.8878 -0.1309 -1.8020  0.259

For the frontier orbital gap, the calculation gives 10.658 eV. Its net charge is 0. As for the SMILES: NB(O)OC(=O)N(CCCCl)CC(=O)Br. The maximum force is 0.99 eV/A.

(8)
Computed, not measured: a gas-phase ion, C6H11Cl2N4 (charge +1) at a distorted geometry, with ωB97M-V/def2-TZVPD.

Each line ends with the natural charge from an NBO analysis.
CARTESIAN COORDINATES (ANGSTROEM)
C 2.8573 -0.3175 0.6967  0.373
C 1.6407 -1.2487 -1.3136  0.411
C -0.5240 -0.2498 -0.5564  0.049
C -0.0516 -1.5177 1.5818  -0.622
C -1.5642 2.4641 -0.4128  -0.466
C -1.1325 -1.0370 0.6832  -0.389
N 2.2605 -0.6223 -0.3358  -0.406
N 0.2660 0.8257 -0.0588  -0.323
N 0.2966 -1.0825 -1.3909  -0.507
N -0.2366 2.0142 -0.1306  -0.294
Cl 3.3369 1.0364 1.4300  0.233
Cl 2.6103 -1.6524 -2.6452  0.164
H -1.3621 -0.1456 -1.2461  0.220
H 0.4425 -2.2450 1.0768  0.198
H -0.4362 -1.9521 2.5368  0.240
H 0.4884 -0.6501 1.9231  0.211
H -1.6807 2.5951 -1.5829  0.214
H -2.1446 1.6972 0.0677  0.211
H -1.6958 3.5423 -0.2148  0.250
H -1.8437 -0.3951 1.0046  0.208
H -1.6899 -1.9918 0.4580  0.215
H -0.1426 -1.8138 -1.9043  0.426
H 0.3051 2.7465 0.3336  0.385

For the frontier orbital gap (spin up / spin down), the calculation gives 8.647 / 5.215 eV. As for the relative energy (zero: lowest compared OMol25 entry of this formula, charge and spin): 101.6 kcal per mole. Its net charge is +1. The maximum force is 4.52 eV/A.

(9)
Computed, not measured: 2 unconnected molecules or ions with the total composition C6H11ClF2 at a distorted geometry, with ωB97M-V/def2-TZVPD.

Each line ends with the natural charge from an NBO analysis.
CARTESIAN COORDINATES (ANGSTROEM)
C -1.3721 0.8847 1.6797  -0.703
C -1.9203 -1.1342 0.0105  -0.719
C 1.1988 -0.3469 -1.9556  -0.667
C 2.2611 0.6409 0.2188  -0.027
C -1.6425 0.3288 0.3080  0.466
C 1.2924 -0.3533 -0.3513  -0.065
F 1.6704 1.9236 0.1974  -0.377
F -1.6828 1.3235 -0.5947  -0.344
Cl 1.2039 -1.8344 0.3915  0.059
H -2.2427 0.8857 2.3082  0.213
H -0.6476 0.1160 2.0591  0.216
H -0.8482 1.7788 1.6282  0.237
H -2.3502 -1.2727 -0.9567  0.234
H -2.8280 -1.4304 0.7225  0.217
H -0.9715 -1.6053 0.1811  0.237
H 2.0891 -0.5123 -2.5500  0.221
H 0.7709 0.6119 -2.1536  0.234
H 0.3384 -1.1858 -2.1463  0.215
H 2.4854 0.4309 1.3074  0.176
H 3.1955 0.7506 -0.3041  0.176

For the frontier orbital gap (spin up / spin down), the calculation gives 6.623 / 9.123 eV. As for the relative energy (zero: lowest compared OMol25 entry of this formula, charge and spin): 88.9 kcal per mole. Its net charge is 0. The maximum force is 4.77 eV/A.

(10)
Computed, not measured: a molecular structure, C6H11ClF5RuZn at a distorted geometry, with ωB97M-V/def2-TZVPD.

Each line ends with the natural charge from an NBO analysis.
CARTESIAN COORDINATES (ANGSTROEM)
Ru 0.1212 -2.3884 -0.2768  0.806
Cl 1.9235 -3.2914 -1.2860  -0.657
C 0.9703 -1.4516 1.2568  -1.185
H 0.7240 -0.3707 1.2736  0.242
H 2.0342 -1.6472 1.0673  0.212
H 0.6479 -1.9260 2.2029  0.202
Zn 0.4145 1.7661 -0.8378  1.456
C 1.5650 1.9064 -2.4981  -1.350
C 1.7986 1.8226 0.6053  -1.362
C -1.4810 2.3471 -0.6179  -1.035
H 1.6775 2.7522 1.1548  0.170
H 1.7762 1.0012 1.3679  0.188
H 2.8308 1.7862 0.1521  0.177
H 1.8868 2.9621 -2.5395  0.174
H 2.4527 1.2973 -2.5328  0.185
H 0.9397 1.6963 -3.3957  0.170
H -2.0541 2.7045 0.2618  0.117
H -2.2647 2.0601 -1.3164  0.112
F -1.4242 -3.2366 1.9039  -0.373
C -1.6455 -2.6202 0.6864  0.257
F -2.4421 -3.4877 -0.1174  -0.399
C -2.4330 -1.2618 0.8483  0.899
F -3.6209 -1.3314 1.5412  -0.356
F -1.6647 -0.2991 1.4980  -0.325
F -2.7329 -0.7900 -0.4020  -0.325

For the frontier orbital gap (spin up / spin down), the calculation gives 4.296 / 5.739 eV. As for the relative energy (zero: lowest compared OMol25 entry of this formula, charge and spin): 0.0 kcal per mole. Its net charge is -2. As for the expectation value of S²: 8.765. The maximum force is 2.78 eV/A. As for the spin multiplicity: 6.

(11)
Computed, not measured: 2 unconnected molecules or ions with the total composition C6H11ClN2 at a distorted geometry, with ωB97M-V/def2-TZVPD.

Each line ends with the natural charge from an NBO analysis.
CARTESIAN COORDINATES (ANGSTROEM)
C -0.1011 -2.4154 -1.0830  -0.617
C 0.5027 -0.9973 -1.2878  -0.222
N 0.4258 -0.1748 -0.1162  -0.267
C 1.3595 0.0039 0.8951  -0.048
C 0.7233 0.7337 1.9241  -0.029
N -0.5373 1.1364 1.5364  -0.289
C -0.6431 0.5694 0.2346  0.253
C -1.4622 1.9245 2.2059  -0.424
H 0.3317 -2.7854 -0.1536  0.217
H 0.2684 -3.0893 -1.8559  0.255
H -1.1895 -2.4166 -1.0242  0.226
H 0.1140 -0.3005 -2.0303  0.242
H 1.5767 -1.0043 -1.4743  0.233
H 2.3255 -0.4752 0.8344  0.258
H 1.2252 1.0087 2.8399  0.253
H -1.5599 0.5538 -0.3360  0.240
H -1.1174 2.9288 2.4520  0.242
H -1.7786 1.3624 3.0845  0.233
H -2.3947 2.0313 1.6518  0.242
Cl 1.9311 1.4058 -8.2974  -1.000

For the frontier orbital gap, the calculation gives 3.080 eV. As for the relative energy (zero: lowest compared OMol25 entry of this formula, charge and spin): 65.6 kcal per mole. Its net charge is 0. The maximum force is 7.34 eV/A.

(12)
Computed, not measured: a gas-phase ion, C6H11ClN3O (charge +1) at a distorted geometry, with ωB97M-V/def2-TZVPD.

Each line ends with the natural charge from an NBO analysis.
CARTESIAN COORDINATES (ANGSTROEM)
C -1.1867 -2.1145 1.1276  -0.618
C -0.4150 -0.7971 0.9053  0.192
Cl -0.0482 -0.1085 2.6270  -0.089
C 0.8605 -1.1771 0.1191  -0.456
C 0.8402 -0.9420 -1.2135  0.196
O -0.0287 -0.2118 -1.9296  -0.467
C -0.9247 0.6569 -1.1337  0.396
N -0.1733 1.9310 -1.1129  -0.559
C 0.9454 2.2022 -0.4411  0.384
N 1.5003 1.4655 0.4412  -0.706
N -1.1254 0.2587 0.1897  -0.680
H -1.2200 -2.6126 0.2486  0.224
H -2.0791 -1.7785 1.4946  0.216
H -0.6988 -2.8872 1.7635  0.255
H 1.5410 -1.8786 0.5500  0.270
H 1.6996 -1.3682 -1.8287  0.233
H -1.8144 0.8583 -1.6890  0.233
H -0.4101 2.7700 -1.5415  0.426
H 1.3207 3.2316 -0.4549  0.231
H 2.3918 1.9044 0.9504  0.455
H 1.2058 0.5200 0.6508  0.449
H -2.1807 0.0774 0.2771  0.415

For the frontier orbital gap, the calculation gives 10.045 eV. As for the relative energy (zero: lowest compared OMol25 entry of this formula, charge and spin): 28.4 kcal per mole. Its net charge is +1. As for the SMILES: C[C@@]1(Cl)C=CO[C@H](NC=[NH2+])N1. The maximum force is 4.81 eV/A.

no.,E_tot (eV)
1,-17216.6251
2,-17211.3062
3,-17217.6554
4,-17212.4096
5,-28050.7224
6,-72124.7012
7,-100815.3417
8,-37392.9205
9,-24353.3757
10,-83503.7042
11,-21899.6456
12,-25432.3273